Entry from the OMol25 dataset: 7 unconnected molecules or ions with the total composition C7H14Cl14 in a non-equilibrium geometry (ωB97M-V/def2-TZVPD).

Results
- max |F| (hartree/bohr) = 0.0244
- HOMO level (alpha / beta) (eV) = -12.9 / -12.9
- spin multiplicity = 2
- frontier orbital gap (alpha / beta) (hartree) = 0.360 / 0.077
- total energy (Ha) = -6717.37362
- total charge = +1
- energy above the lowest of the compared OMol25 structures with the same formula, charge and spin (kcal per mole) = 5.7
- M (g mol⁻¹) = 594.53

```
35
C7H14Cl14 | the OMol25 dataset | ωB97M-V/def2-TZVPD
C -1.187 2.353 3.404
Cl -1.039 3.106 5.001
Cl -2.713 2.802 2.661
H -0.355 2.667 2.773
H -1.137 1.268 3.494
C -1.856 -3.025 3.191
Cl -1.217 -3.808 1.713
Cl -1.300 -3.982 4.601
H -1.418 -2.027 3.230
H -2.945 -2.974 3.176
C 0.332 -0.414 -0.085
Cl -1.064 0.360 -0.973
Cl 0.041 -0.341 1.645
H 0.452 -1.453 -0.394
H 1.250 0.141 -0.280
C -2.705 3.109 -2.281
Cl -3.625 4.004 -1.064
Cl -3.243 3.588 -3.918
H -1.635 3.301 -2.202
H -2.999 2.060 -2.239
C 0.662 -5.512 -0.737
Cl 1.674 -4.100 -0.788
Cl 1.127 -6.726 -1.974
H 0.715 -5.993 0.240
H -0.342 -5.136 -0.934
C 0.726 4.795 -0.474
Cl 1.174 3.078 -0.704
Cl -0.062 5.003 1.109
H 1.592 5.447 -0.582
H -0.031 4.894 -1.253
C 4.148 -1.425 -3.101
Cl 3.738 -0.474 -1.659
Cl 5.609 -0.748 -3.957
H 4.316 -2.469 -2.835
H 3.317 -1.370 -3.804
```

Atom charges from the Löwdin analysis, given in e for atoms 1 to 8: atom 1 (C): -0.9709, atom 2 (Cl): 0.6904, atom 3 (Cl): 0.7796, atom 4 (H): 0.0222, atom 5 (H): 0.0160, atom 6 (C): -0.9841, atom 7 (Cl): 0.4907, atom 8 (Cl): 0.5001


Entry from the OMol25 dataset: C32H34N4O5 in the gas phase (ωB97M-V/def2-TZVPD).

Results
- max |F| (hartree/bohr) = 0.0142
- HOMO level (eV) = -8.7
- SMILES = Cc1cc(C)c(NC(=O)Cn2c(=O)n(-c3ccc(CC(=O)NC[C@@H]4CCCO4)cc3)c(=O)c3ccccc32)c(C)c1
- frontier orbital gap (hartree) = 0.327
- total energy (Ha) = -1835.16853
- total charge = 0
- energy above the lowest of the compared OMol25 structures with the same formula, charge and spin (kcal per mole) = 0.0
- M (g mol⁻¹) = 554.65

```
75
C32H34N4O5 | the OMol25 dataset | ωB97M-V/def2-TZVPD
C -1.185 -1.408 1.864
C 0.151 -1.560 1.203
C 0.258 -2.126 -0.056
C 1.490 -2.361 -0.652
C 1.530 -3.017 -1.999
C 2.646 -1.998 0.040
N 3.932 -2.290 -0.495
C 4.564 -1.754 -1.557
O 5.620 -2.198 -1.960
C 3.907 -0.545 -2.221
N 3.433 0.454 -1.285
C 2.086 0.746 -1.320
O 1.343 0.217 -2.118
N 1.627 1.668 -0.398
C 0.232 1.980 -0.457
C -0.319 2.465 -1.634
C -1.670 2.746 -1.691
C -2.483 2.566 -0.577
C -3.958 2.800 -0.679
C -4.697 1.616 -1.314
O -5.712 1.759 -1.963
N -4.127 0.420 -1.076
C -4.691 -0.831 -1.513
C -5.346 -1.583 -0.344
C -6.511 -0.799 0.295
C -5.947 -0.358 1.645
C -4.936 -1.467 1.926
O -4.365 -1.779 0.672
C -1.908 2.106 0.603
C -0.559 1.812 0.667
C 2.393 2.299 0.578
O 1.894 3.051 1.385
C 3.821 1.996 0.510
C 4.688 2.636 1.396
C 6.041 2.389 1.348
C 6.536 1.498 0.403
C 5.694 0.853 -0.480
C 4.316 1.089 -0.434
C 2.565 -1.422 1.311
C 3.804 -1.096 2.093
C 1.316 -1.203 1.870
H -1.990 -1.430 1.134
H -1.238 -0.487 2.438
H -1.340 -2.239 2.554
H -0.638 -2.412 -0.587
H 1.202 -2.306 -2.756
H 0.844 -3.862 -2.019
H 2.527 -3.371 -2.250
H 4.439 -3.043 -0.044
H 4.634 -0.109 -2.913
H 3.036 -0.874 -2.794
H 0.304 2.608 -2.503
H -2.103 3.110 -2.610
H -4.179 3.677 -1.289
H -4.395 2.961 0.310
H -3.320 0.363 -0.473
H -5.440 -0.614 -2.277
H -3.897 -1.449 -1.940
H -5.686 -2.563 -0.710
H -7.371 -1.453 0.436
H -6.810 0.040 -0.328
H -5.435 0.600 1.551
H -6.706 -0.280 2.419
H -5.443 -2.352 2.339
H -4.128 -1.174 2.597
H -2.521 1.977 1.484
H -0.114 1.462 1.583
H 4.259 3.326 2.107
H 6.712 2.882 2.033
H 7.597 1.302 0.352
H 6.115 0.165 -1.193
H 3.634 -0.234 2.735
H 4.070 -1.941 2.730
H 4.649 -0.885 1.443
H 1.256 -0.764 2.856
```

Atom charges from the Löwdin analysis, given in e for atoms 1 to 8: atom 1 (C): -0.0454, atom 2 (C): -0.2629, atom 3 (C): 0.0049, atom 4 (C): -0.2011, atom 5 (C): -0.0239, atom 6 (C): -0.1723, atom 7 (N): 0.1395, atom 8 (C): -0.4897


Entry from the OMol25 dataset: 2 unconnected molecules or ions with the total composition CH7N2O in a non-equilibrium geometry (ωB97M-V/def2-TZVPD).

Results
- max |F| (hartree/bohr) = 0.0813
- HOMO level (eV) = -15.8
- frontier orbital gap (hartree) = 0.416
- total energy (Ha) = -226.79922
- total charge = +1
- energy above the lowest of the compared OMol25 structures with the same formula, charge and spin (kcal per mole) = 22.7
- M (g mol⁻¹) = 63.08

```
11
CH7N2O | the OMol25 dataset | ωB97M-V/def2-TZVPD
N 0.071 0.590 -0.140
C 1.207 0.000 0.186
N 1.895 0.263 1.361
H -0.282 1.384 0.362
H -0.611 -0.022 -0.506
H 1.500 -0.998 -0.434
H 2.862 0.071 1.362
H 1.527 0.770 2.135
H -2.568 -1.102 -2.090
H -3.255 -0.409 -0.960
O -2.345 -0.547 -1.276
```

Atom charges from the Löwdin analysis, given in e for atoms 1 to 8: atom 1 (N): 0.1957, atom 2 (C): -0.1024, atom 3 (N): 0.1787, atom 4 (H): 0.1420, atom 5 (H): 0.0576, atom 6 (H): 0.2177, atom 7 (H): 0.1057, atom 8 (H): 0.1215


Entry from the OMol25 dataset: 4 unconnected molecules or ions with the total composition C3H16NO3S in a non-equilibrium geometry (ωB97M-V/def2-TZVPD).

Results
- max |F| (hartree/bohr) = 0.1121
- HOMO level (eV) = -12.5
- frontier orbital gap (hartree) = 0.356
- total energy (Ha) = -802.24359
- total charge = +1
- energy above the lowest of the compared OMol25 structures with the same formula, charge and spin (kcal per mole) = 67.4
- M (g mol⁻¹) = 146.23

```
24
C3H16NO3S | the OMol25 dataset | ωB97M-V/def2-TZVPD
C 1.432 1.098 -0.174
C 0.995 2.481 0.259
C 0.467 2.685 1.727
S -1.390 2.525 1.880
N 0.147 0.278 -0.662
H 2.057 1.198 -0.956
H 1.826 0.547 0.552
H 0.259 2.835 -0.379
H 1.820 3.233 0.309
H 0.576 3.886 1.879
H 1.132 2.177 2.474
H -1.683 1.269 1.403
H 0.330 -0.663 -0.361
H -0.749 0.621 -0.378
H 0.149 0.218 -1.585
H -0.310 -3.208 0.065
H -1.386 -3.095 -0.929
O -0.656 -2.520 -0.661
H 0.906 -1.770 -4.172
H 0.332 -0.804 -4.952
O 0.524 -0.900 -3.920
H -1.933 -3.996 3.516
H -2.875 -4.045 2.432
O -1.969 -4.051 2.633
```

Atom charges from the Löwdin analysis, given in e for atoms 1 to 8: atom 1 (C): -0.0355, atom 2 (C): -0.2539, atom 3 (C): -0.5186, atom 4 (S): 0.6921, atom 5 (N): 0.2688, atom 6 (H): 0.0967, atom 7 (H): 0.0856, atom 8 (H): 0.0766